Computed, not measured: a gas-phase ion, C5H10NOS (charge -1), with wB97M-V/def2-TZVPD.

Output
SMILES ... CN(C)C(=O)CC[S-]
Net charge ... -1
Total energy ... -724.729135 Ha
Gap between HOMO and LUMO ... 6.2048 eV
Relative energy (zero: lowest compared OMol25 entry of this formula, charge and spin) ... 15.2 kcal/mol

Last column: natural (NBO) charge in e.
Atoms and positions in Å:
C 1.265 0.466 -0.928  -0.448
N 1.007 0.038 0.454  -0.463
C 1.412 1.008 1.456  -0.406
C -0.122 -0.719 0.772  0.708
O -0.382 -0.923 1.949  -0.660
C -0.936 -1.297 -0.357  -0.522
C -2.137 -0.363 -0.680  -0.508
S -2.073 0.627 -2.245  -0.723
H 1.696 -0.395 -1.451  0.188
H 0.379 0.867 -1.428  0.264
H 2.037 1.236 -0.974  0.186
H 1.454 0.583 2.454  0.224
H 0.868 1.945 1.343  0.186
H 2.477 1.253 1.299  0.175
H -0.288 -1.544 -1.197  0.217
H -1.353 -2.238 0.008  0.215
H -3.091 -0.889 -0.630  0.186
H -2.211 0.345 0.154  0.182